{"formula": "C2H4NP", "method": "ωB97M-V/def2-TZVPD", "symbols": ["C", "C", "N", "P", "H", "H", "H", "H"], "positions_angstrom": [[-0.36, 0.29, -0.12], [1.05, 0.23, 0.22], [-1.43, 0.87, 0.10], [-1.65, -0.25, -1.28], [1.64, 1.14, 0.63], [1.64, -0.37, -0.55], [1.04, -0.38, 1.16], [-1.92, -1.54, -0.18]], "homo_ev": -9.260, "total_charge": 0, "e_above_lowest_kcal_mol": 37.05, "smiles": "CC1=[PH]=N1", "largest_force_ev_per_a": 3.965, "homo_lumo_gap_ev": 10.0, "total_energy_ev": -12914.922, "mol_weight_g_mol": 73.03}

=====

{"formula": "C20H31N5O4", "method": "ωB97M-V/def2-TZVPD", "symbols": ["C", "N", "C", "C", "O", "C", "N", "C", "O", "C", "C", "N", "N", "C", "C", "C", "C", "C", "C", "C", "O", "C", "C", "C", "C", "C", "C", "O", "N", "H", "H", "H", "H", "H", "H", "H", "H", "H", "H", "H", "H", "H", "H", "H", "H", "H", "H", "H", "H", "H", "H", "H", "H", "H", "H", "H", "H", "H", "H", "H"], "positions_angstrom": [[0.98, -2.31, -0.38], [0.24, -1.62, -1.44], [-0.40, -0.36, -1.07], [-1.90, -0.50, -0.83], [-2.19, -1.59, 0.03], [-2.50, 0.74, -0.20], [-1.97, 0.99, 1.13], [-0.98, 1.90, 1.35], [-0.50, 2.57, 0.45], [-0.50, 2.00, 2.74], [-0.91, 1.37, 3.93], [-0.19, 1.76, 4.96], [0.69, 2.65, 4.46], [1.69, 3.25, 5.33], [2.59, 2.20, 5.94], [3.51, 1.40, 4.99], [4.61, 1.50, 6.07], [3.85, 2.69, 6.69], [0.54, 2.82, 3.14], [0.45, -2.02, -2.73], [1.13, -2.99, -3.00], [-0.21, -1.19, -3.82], [-0.38, -2.00, -5.11], [-1.41, -3.12, -4.96], [-2.83, -2.56, -4.97], [-3.09, -1.87, -6.31], [-2.00, -0.92, -6.74], [-2.21, -0.04, -7.56], [-0.76, -1.11, -6.20], [1.19, -3.33, -0.69], [1.93, -1.80, -0.18], [0.39, -2.31, 0.53], [0.08, -0.01, -0.15], [-0.21, 0.40, -1.82], [-2.41, -0.66, -1.80], [-1.82, -2.39, -0.35], [-2.28, 1.61, -0.81], [-3.58, 0.62, -0.13], [-2.23, 0.36, 1.86], [-1.70, 0.65, 4.09], [2.26, 3.95, 4.71], [1.17, 3.83, 6.10], [1.99, 1.54, 6.56], [3.17, 0.41, 4.69], [3.76, 1.98, 4.10], [4.60, 0.63, 6.73], [5.63, 1.67, 5.73], [4.20, 3.64, 6.29], [3.80, 2.76, 7.77], [1.15, 3.49, 2.56], [-1.17, -0.79, -3.50], [0.44, -0.33, -4.02], [0.58, -2.45, -5.36], [-1.30, -3.82, -5.79], [-1.19, -3.67, -4.05], [-3.55, -3.36, -4.82], [-2.97, -1.85, -4.15], [-3.17, -2.62, -7.10], [-4.03, -1.31, -6.31], [-0.08, -0.45, -6.54]], "homo_ev": -9.408, "total_charge": 0, "e_above_lowest_kcal_mol": 0.23, "smiles": "CN(C[C@@H](O)CNC(=O)c1cnn(CC2CCC2)c1)C(=O)C[C@H]1CCCC(=O)N1", "largest_force_ev_per_a": 0.095, "homo_lumo_gap_ev": 9.9, "total_energy_ev": -36884.616, "mol_weight_g_mol": 405.50}